Density functional theory data (ωB97M-V with the def2-TZVPD basis set) for C3H12IrN3O11P2S as an isolated structure.

Geometry (Å):
1 Ir 0.523 -0.012 -0.982
2 N -2.364 -1.994 2.073
3 C -0.966 -1.759 1.547
4 C -0.021 -2.747 2.236
5 P -0.512 -0.041 2.012
6 O -1.809 0.786 1.522
7 O -0.454 -0.018 3.480
8 O 0.665 0.277 1.101
9 P -0.982 -2.165 -0.228
10 O -1.571 -0.708 -0.845
11 O -1.909 -3.288 -0.421
12 O 0.446 -2.105 -0.745
13 H -2.352 -1.874 3.090
14 H -2.683 -2.930 1.800
15 H -3.006 -1.300 1.681
16 H -0.019 -2.571 3.312
17 H 0.988 -2.586 1.863
18 H -0.302 -3.780 2.020
19 H -1.678 1.181 0.648
20 H -1.894 -0.807 -1.755
21 O 3.020 -0.861 -3.541
22 S 2.278 0.230 -3.006
23 O 2.528 1.539 -3.541
24 O 0.757 -0.074 -2.983
25 O 2.444 0.284 -1.425
26 N 2.071 3.023 -0.524
27 C 0.862 3.017 -1.087
28 N 0.336 4.180 -1.512
29 O 0.120 1.994 -1.178
30 H 2.680 3.798 -0.730
31 H 2.522 2.109 -0.466
32 H 0.838 5.045 -1.445
33 H -0.556 4.158 -1.970

Output
Kohn-Sham gap ... 8.565 eV
ΔE to the lowest compared entry with this formula, charge and spin ... 2.9 kcal per mole

Density functional theory data (ωB97M-V with the def2-TZVPD basis set) for a 8-piece molecular cluster, C34H58BN16O11S2 overall at a distorted geometry.

Geometry (Å):
1 C 1.299 -4.997 3.109
2 B 2.305 -5.504 1.993
3 O 2.782 -6.796 2.044
4 C 2.792 -4.559 0.852
5 C 2.952 -3.190 1.090
6 C 3.394 -2.365 0.075
7 C 3.696 -2.830 -1.210
8 C 3.551 -4.202 -1.457
9 C 3.825 -4.891 -2.830
10 O 4.711 -4.398 -3.550
11 O 3.108 -5.890 -3.038
12 C 3.092 -5.025 -0.432
13 N 4.127 -1.962 -2.267
14 C 2.997 -1.301 -2.973
15 C 1.734 -2.146 -3.118
16 C 0.689 -1.859 -2.009
17 N -0.434 -1.047 -2.482
18 C -1.755 -1.431 -1.998
19 C -2.333 -0.392 -1.040
20 C -2.567 0.910 -1.476
21 C -3.057 1.872 -0.602
22 C -3.348 1.526 0.711
23 C -3.124 0.229 1.156
24 C -2.628 -0.731 0.281
25 O -2.445 -2.022 0.768
26 C 5.038 -0.942 -1.864
27 C 6.058 -0.599 -2.746
28 C 6.945 0.435 -2.443
29 C 8.016 0.814 -3.461
30 C 7.396 1.120 -4.830
31 C 6.339 2.201 -4.761
32 S 5.513 2.491 -6.368
33 C 6.844 1.106 -1.233
34 C 5.835 0.772 -0.329
35 C 4.944 -0.229 -0.673
36 S 3.602 -0.632 0.412
37 H 1.813 -4.812 4.055
38 H 0.822 -4.075 2.771
39 H 0.519 -5.721 3.327
40 H 2.124 -7.401 2.393
41 H 2.742 -2.767 2.066
42 H 2.954 -6.079 -0.625
43 H 3.355 -1.068 -3.980
44 H 2.745 -0.332 -2.522
45 H 1.935 -3.209 -3.221
46 H 1.266 -1.832 -4.051
47 H 0.356 -2.817 -1.610
48 H 1.220 -1.344 -1.201
49 H -0.272 -0.075 -2.270
50 H -2.489 -1.548 -2.801
51 H -1.734 -2.371 -1.457
52 H -2.367 1.188 -2.503
53 H -3.242 2.886 -0.925
54 H -3.740 2.249 1.415
55 H -3.333 -0.066 2.175
56 H -1.502 -2.213 0.709
57 H 6.153 -1.144 -3.674
58 H 8.740 0.006 -3.543
59 H 8.504 1.709 -3.077
60 H 8.202 1.498 -5.466
61 H 7.046 0.219 -5.329
62 H 5.551 1.987 -4.044
63 H 6.797 3.150 -4.496
64 H 4.363 1.828 -6.184
65 H 7.538 1.900 -0.990
66 H 5.770 1.305 0.609
67 C 1.949 3.823 0.344
68 O 1.728 5.019 0.448
69 N 1.331 2.889 1.127
70 N 2.834 3.311 -0.562
71 H 1.506 1.904 1.051
72 H 0.673 3.221 1.806
73 H 3.312 3.962 -1.156
74 H 3.026 2.330 -0.657
75 C -2.286 -4.970 4.740
76 O -1.521 -5.809 4.307
77 N -1.962 -3.642 4.774
78 N -3.530 -5.284 5.223
79 H -2.572 -2.928 5.119
80 H -1.058 -3.386 4.421
81 H -3.796 -6.250 5.204
82 H -4.174 -4.606 5.580
83 C -4.088 -4.852 -2.226
84 O -3.457 -5.716 -1.651
85 N -4.610 -5.037 -3.481
86 N -4.331 -3.625 -1.672
87 H -5.129 -4.338 -3.975
88 H -4.442 -5.924 -3.918
89 H -3.954 -3.451 -0.755
90 H -4.851 -2.900 -2.128
91 C -5.911 4.591 1.493
92 O -4.990 3.964 2.001
93 N -7.094 4.767 2.139
94 N -5.820 5.137 0.244
95 H -7.883 5.248 1.753
96 H -7.173 4.353 3.056
97 H -4.956 5.013 -0.250
98 H -6.562 5.649 -0.192
99 C -7.762 1.642 4.162
100 O -8.117 2.779 4.453
101 N -8.313 0.536 4.745
102 N -6.792 1.405 3.239
103 H -8.037 -0.401 4.521
104 H -9.035 0.682 5.424
105 H -6.353 2.201 2.801
106 H -6.484 0.486 2.984
107 C 8.950 5.541 -3.650
108 O 8.637 4.399 -3.368
109 N 8.398 6.211 -4.708
110 N 9.877 6.245 -2.930
111 H 8.640 7.150 -4.957
112 H 7.714 5.721 -5.254
113 H 10.297 5.780 -2.148
114 H 10.148 7.185 -3.144
115 C -10.821 4.668 6.647
116 O -11.083 5.251 5.610
117 N -11.419 5.001 7.838
118 N -9.920 3.645 6.716
119 H -11.222 4.542 8.705
120 H -12.085 5.750 7.821
121 H -9.449 3.369 5.865
122 H -9.704 3.166 7.569

Output
Kohn-Sham gap ... 5.684 eV
Net charge ... -1

Density functional theory data (ωB97M-V with the def2-TZVPD basis set) for C30H53F4N12O2Sc as an isolated structure at a distorted geometry.

Geometry (Å):
1 Sc -0.144 0.196 0.118
2 C -3.809 0.707 -0.032
3 C -3.287 0.533 1.380
4 N -2.037 1.304 1.629
5 C -2.379 2.763 1.849
6 C -1.709 3.822 0.988
7 C -1.428 0.850 2.895
8 C -1.126 -0.634 2.960
9 N -0.751 -1.166 1.655
10 C -0.838 -2.545 1.534
11 C -0.945 -3.083 0.258
12 F -0.903 -2.181 -0.752
13 C -1.075 -4.419 -0.024
14 F -1.186 -4.799 -1.299
15 C -1.080 -5.345 0.997
16 C -0.941 -4.855 2.278
17 F -0.901 -5.696 3.309
18 C -0.804 -3.505 2.549
19 F -0.562 -3.152 3.826
20 H -4.751 0.170 -0.148
21 H -3.111 0.292 -0.763
22 H -3.994 1.756 -0.277
23 H -3.084 -0.519 1.553
24 H -4.043 0.844 2.106
25 H -2.150 2.989 2.889
26 H -3.460 2.864 1.761
27 H -0.648 3.623 0.863
28 H -1.820 4.798 1.470
29 H -2.165 3.897 0.004
30 H -2.087 1.096 3.734
31 H -0.518 1.432 3.024
32 H -2.004 -1.163 3.331
33 H -0.349 -0.773 3.711
34 H -1.182 -6.406 0.806
35 C 2.207 -2.011 2.083
36 N 2.029 -0.947 3.048
37 C 2.602 -1.160 4.376
38 C 2.545 0.229 4.994
39 N 2.319 1.103 3.832
40 C 1.921 2.483 4.110
41 C 1.965 0.374 2.741
42 N 1.612 0.841 1.554
43 C 2.029 2.221 1.255
44 C 2.112 2.405 -0.236
45 N 0.767 2.282 -0.823
46 C 0.520 2.926 -1.927
47 N 1.502 3.690 -2.651
48 C 1.662 5.044 -2.052
49 C 0.965 3.786 -4.035
50 C -0.542 3.690 -3.869
51 N -0.651 3.006 -2.581
52 C -1.907 2.343 -2.288
53 H 3.268 -2.138 1.831
54 H 1.639 -1.805 1.195
55 H 1.841 -2.942 2.514
56 H 3.627 -1.528 4.285
57 H 2.024 -1.895 4.933
58 H 3.462 0.502 5.511
59 H 1.713 0.327 5.693
60 H 1.942 2.619 5.189
61 H 0.909 2.695 3.771
62 H 2.602 3.209 3.673
63 H 3.016 2.427 1.678
64 H 1.338 2.973 1.646
65 H 2.781 1.636 -0.635
66 H 2.581 3.369 -0.427
67 H 2.658 5.437 -2.261
68 H 1.517 5.009 -0.975
69 H 0.924 5.742 -2.459
70 H 1.311 2.937 -4.620
71 H 1.303 4.703 -4.511
72 H -0.994 3.083 -4.652
73 H -1.050 4.656 -3.835
74 H -2.064 1.504 -2.962
75 H -2.719 3.064 -2.403
76 H -1.910 1.983 -1.277
77 N 1.777 -1.110 -1.087
78 C 1.894 -0.488 -2.419
79 C 2.524 -1.421 -3.461
80 C 2.692 -0.870 -4.883
81 C 3.386 0.481 -4.992
82 N 4.789 0.425 -4.536
83 C 5.440 1.283 -3.766
84 N 4.845 2.322 -3.187
85 N 6.751 1.095 -3.550
86 C 0.527 0.073 -2.799
87 O 0.336 0.569 -3.894
88 O -0.342 0.022 -1.834
89 H 2.697 -1.323 -0.723
90 H 1.305 -2.004 -1.201
91 H 2.526 0.395 -2.293
92 H 1.912 -2.326 -3.523
93 H 3.493 -1.738 -3.067
94 H 1.714 -0.747 -5.335
95 H 3.234 -1.601 -5.491
96 H 2.832 1.216 -4.416
97 H 3.389 0.810 -6.031
98 H 5.341 -0.316 -4.940
99 H 3.850 2.540 -3.243
100 H 5.397 2.950 -2.630
101 H 7.259 0.378 -4.038
102 H 7.298 1.781 -3.061

Output
Kohn-Sham gap ... 7.481 eV
Net charge ... +2

We obtain LUMO level values of -0.3; 1.2; -4.6 eV for the records listed above, in that order.
We obtain DFT total energy values of -2298.927546; -3855.776467; -3142.403701 a.u. for the records listed above, in that order.
We obtain E_HOMO values of -8.90; -4.46; -12.10 eV for the records listed above, in that order.